Entry 1:
Density functional theory data (wB97M-V/def2-TZVPD) for C5H10O2 in the gas phase at a distorted geometry.

Output
Total energy = -346.8852 Ha
Energy relative to the best compared isomer or geometry (same formula, charge and spin) = 88.0 kcal per mole
E_HOMO = -8.87 eV
SMILES = COC[C@H]1C[C@H]1O

Geometry as XYZ:
```
17
Properties=species:S:1:pos:R:3:mulliken_charge:R:1
C 1.836 0.458 0.748 -0.78
O 1.268 -0.846 0.154 -0.50
C 0.525 -0.691 -1.080 -0.43
C -0.733 0.141 -0.894 -0.13
C -1.966 -0.385 -0.183 -0.71
C -1.085 0.587 0.514 -0.19
O -0.350 0.072 1.569 -0.64
H 2.784 0.465 0.248 0.34
H 1.948 0.369 1.843 0.30
H 1.293 1.415 0.600 0.33
H 1.204 -0.214 -1.793 0.33
H 0.277 -1.688 -1.487 0.28
H -0.932 0.831 -1.712 0.38
H -2.943 -0.066 -0.523 0.29
H -1.923 -1.393 0.229 0.23
H -1.410 1.618 0.645 0.39
H 0.206 -0.673 1.123 0.52
```

Entry 2:
Density functional theory data (wB97M-V/def2-TZVPD) for C5H10O2 in the gas phase.

Output
Total energy = -346.9324 Ha
Energy relative to the best compared isomer or geometry (same formula, charge and spin) = 58.4 kcal per mole
E_HOMO = -9.09 eV
SMILES = COC[C@H]1C[C@H]1O

Geometry as XYZ:
```
17
Properties=species:S:1:pos:R:3:mulliken_charge:R:1
C 2.274 -0.489 0.773 -0.76
O 0.888 -0.371 0.553 -0.32
C 0.577 -0.076 -0.797 -0.66
C -0.920 0.051 -0.969 -0.14
C -1.859 -0.567 0.045 -0.62
C -1.694 0.922 -0.021 -0.13
O -1.045 1.640 0.981 -0.58
H 2.723 -1.207 0.072 0.29
H 2.413 -0.854 1.793 0.24
H 2.782 0.479 0.661 0.30
H 1.073 0.864 -1.090 0.33
H 0.971 -0.876 -1.444 0.45
H -1.232 0.035 -2.012 0.39
H -2.784 -1.013 -0.310 0.28
H -1.395 -1.076 0.885 0.18
H -2.516 1.508 -0.423 0.36
H -0.283 1.105 1.258 0.39
```